100
Properties=species:S:1:pos:R:3 method="wB97M-V/def2-TZVPD" multiplicity=1 energy_ev=-71793.3455 lumo_energy_ev=-0.5
C 0.51 0.03 2.87
C 1.67 -0.60 2.32
C 3.11 -1.19 1.69
C 2.92 -2.78 1.41
C 1.50 -3.46 1.85
C 0.28 -3.26 0.73
C -1.07 -2.56 1.35
C -2.48 -3.11 0.65
C -3.15 -1.91 -0.31
C -4.52 -2.54 -0.95
C -5.79 -1.49 -1.03
C -7.05 -2.24 -0.25
C -8.50 -1.45 -0.48
C -8.37 -0.04 0.40
C -9.79 0.80 0.46
C -10.11 1.62 -0.93
C -9.00 2.77 -1.31
C -9.41 4.29 -0.78
C -8.28 4.78 0.33
O 3.38 -0.33 0.56
C 4.49 -0.64 -0.30
F 5.54 -1.56 0.21
C 5.31 0.81 -0.49
O 6.19 0.84 -1.67
C 7.44 1.59 -1.40
B 7.85 2.30 -2.86
C 6.92 3.44 -3.62
O 9.12 1.84 -3.51
B 8.71 0.60 -0.98
N 8.71 -0.92 -1.10
O 9.91 1.27 -0.39
C 4.28 2.13 -0.40
C 3.11 2.16 -1.49
C 2.05 3.39 -1.51
C 2.43 4.48 -0.35
C 3.70 4.22 0.59
N 4.67 3.09 0.68
P 3.83 -1.41 -1.90
O 2.22 -1.36 -1.81
O 4.39 -3.10 -1.99
O 4.27 -0.68 -3.39
C 4.16 -1.01 2.98
I 4.36 1.13 3.58
C 3.65 -1.78 4.34
C 4.91 -2.58 5.09
H -0.34 0.64 3.44
H 3.76 -3.34 2.04
H 3.12 -3.13 0.29
H 1.15 -3.25 2.95
H 1.69 -4.64 1.83
H -0.06 -4.33 0.32
H 0.61 -2.65 -0.21
H -1.02 -1.41 1.04
H -1.10 -2.70 2.54
H -2.29 -4.04 -0.06
H -3.31 -3.32 1.47
H -3.34 -0.91 0.29
H -2.41 -1.61 -1.20
H -4.27 -3.02 -2.01
H -4.83 -3.45 -0.25
H -5.56 -0.42 -0.60
H -6.15 -1.39 -2.16
H -6.87 -2.25 0.93
H -7.15 -3.37 -0.56
H -9.41 -2.11 -0.14
H -8.56 -1.24 -1.65
H -8.10 -0.38 1.51
H -7.50 0.57 -0.08
H -10.67 0.09 0.77
H -9.66 1.59 1.34
H -11.15 2.18 -0.78
H -10.17 0.89 -1.85
H -7.90 2.54 -0.96
H -8.96 2.84 -2.50
H -9.36 5.04 -1.68
H -10.49 4.30 -0.33
H -7.81 3.84 0.85
H -7.41 5.28 -0.29
H -8.73 5.50 1.15
H 6.05 0.82 0.44
H 7.23 2.37 -0.55
H 7.62 3.99 -4.41
H 6.00 2.92 -4.16
H 6.46 4.24 -2.88
H 8.80 1.23 -4.27
H 7.74 -1.24 -1.29
H 9.30 -1.21 -1.92
H 10.55 1.55 -1.13
H 3.00 1.31 -2.29
H 1.15 3.54 -2.24
H 1.77 5.44 -0.22
H 3.92 5.09 1.38
H 5.07 -3.19 -2.73
H 4.64 -1.40 -3.98
H 5.24 -1.40 2.75
H 3.25 -0.97 5.12
H 2.82 -2.58 4.19
H 4.54 -2.97 6.16
H 5.88 -1.93 5.19
H 5.13 -3.58 4.47

***

114
Properties=species:S:1:pos:R:3 method="wB97M-V/def2-TZVPD" multiplicity=2 s_squared=0.767 energy_ev=-102986.7917 lumo_energy_ev="-0.2 / -0.2"
C 3.51 4.31 3.80
C 2.16 4.89 4.12
O 1.40 4.75 2.90
C 0.09 4.61 3.13
C -0.63 3.97 1.95
S -2.44 4.19 2.27
C -2.59 5.97 2.59
C -3.12 4.26 0.59
O -0.44 4.87 4.20
H 4.20 4.55 4.60
H 3.45 3.22 3.71
H 3.90 4.70 2.85
H 1.69 4.32 4.93
H 2.20 5.95 4.37
H -0.38 4.51 1.03
H -2.18 6.16 3.57
H -2.08 6.53 1.80
H -3.67 6.14 2.57
H -3.22 3.25 0.19
H -4.11 4.71 0.70
H -2.49 4.86 -0.07
C 0.29 -3.99 -4.37
C 1.65 -3.79 -4.11
C 2.13 -3.77 -2.80
C 1.20 -3.87 -1.77
O 1.57 -3.51 -0.46
P 2.11 -2.05 0.01
O 2.56 -2.38 1.54
C 2.63 -3.62 2.19
C 3.89 -4.08 2.55
C 3.99 -5.32 3.18
C 2.83 -6.05 3.46
C 1.57 -5.55 3.12
C 1.46 -4.32 2.48
O 3.53 -1.96 -0.81
C 4.76 -1.50 -0.35
C 5.89 -1.97 -1.02
C 7.14 -1.61 -0.54
C 7.25 -0.78 0.58
C 6.12 -0.28 1.21
C 4.84 -0.64 0.74
Pd 0.68 -0.36 -0.28
P -1.52 -0.87 -0.51
O -1.92 -1.47 -1.97
C -3.19 -1.67 -2.57
C -3.43 -1.04 -3.78
C -4.72 -1.11 -4.31
C -5.70 -1.86 -3.65
C -5.40 -2.55 -2.47
C -4.12 -2.48 -1.94
O -2.17 -1.90 0.57
C -3.11 -1.55 1.56
C -4.30 -2.26 1.57
C -5.35 -1.77 2.34
C -5.17 -0.63 3.13
C -3.94 0.02 3.16
C -2.87 -0.47 2.40
O -2.54 0.38 -0.36
C -3.16 1.14 -1.36
C -4.55 1.19 -1.31
C -5.21 1.94 -2.29
C -4.47 2.64 -3.24
C -3.08 2.61 -3.24
C -2.40 1.84 -2.30
C 0.81 1.82 -0.30
C 1.99 1.76 -1.22
C 1.77 1.42 -2.57
C 2.83 1.34 -3.47
C 4.14 1.60 -3.04
C 4.37 1.96 -1.70
C 3.30 2.06 -0.79
C 0.90 2.12 1.06
C -0.28 2.52 1.91
C -0.14 -4.17 -2.00
C -0.60 -4.19 -3.31
H -0.08 -3.99 -5.39
H 2.35 -3.64 -4.93
H 3.19 -3.66 -2.58
H 4.75 -3.45 2.34
H 4.97 -5.69 3.46
H 2.92 -7.02 3.95
H 0.67 -6.11 3.35
H 0.49 -3.89 2.23
H 5.75 -2.60 -1.90
H 8.03 -1.98 -1.05
H 8.24 -0.52 0.95
H 6.19 0.38 2.07
H 3.94 -0.24 1.21
H -2.63 -0.47 -4.26
H -4.94 -0.58 -5.23
H -6.71 -1.91 -4.07
H -6.15 -3.15 -1.96
H -3.83 -3.05 -1.05
H -4.40 -3.16 0.96
H -6.31 -2.30 2.32
H -6.01 -0.26 3.73
H -3.78 0.90 3.78
H -1.88 -0.01 2.45
H -5.07 0.64 -0.53
H -6.30 1.96 -2.29
H -5.00 3.22 -4.01
H -2.50 3.18 -3.97
H -1.31 1.75 -2.29
H -0.12 2.13 -0.78
H 0.75 1.19 -2.89
H 2.64 1.03 -4.51
H 4.98 1.50 -3.73
H 5.39 2.13 -1.35
H 3.48 2.34 0.24
H 1.86 2.10 1.54
H -1.18 1.99 1.55
H -0.06 2.18 2.93
H -0.81 -4.34 -1.15
H -1.66 -4.36 -3.50